[1]
Formula: C2H3BrN2O4
Source: the Open Molecules 2025 dataset
Level of theory: wB97M-V/def2-TZVPD

Geometry as XYZ:
```
12
Properties=species:S:1:pos:R:3:forces:R:3:nbo_charge:R:1
C -2.041 -0.452 0.693 1.21 -3.02 -1.51 -0.2502
O -0.545 -0.473 0.571 0.48 -1.74 0.79 -0.3233
N 0.092 0.615 0.007 -1.19 1.33 -0.03 0.4000
O -0.607 1.605 -0.128 -0.11 0.60 -0.05 -0.4128
C 1.403 0.667 -0.300 -1.49 -1.60 0.46 -0.0125
Br 2.170 2.181 -0.983 -0.20 0.47 0.09 0.2035
N 2.081 -0.590 -0.543 -0.55 1.32 -0.06 0.5036
O 3.188 -0.453 -0.994 1.00 -0.91 -0.14 -0.3700
O 1.455 -1.598 -0.353 0.45 -1.08 0.04 -0.3580
H -2.269 0.255 -0.002 -1.58 2.14 -1.49 0.2116
H -2.542 -1.469 0.365 1.87 1.72 0.40 0.2082
H -2.384 -0.288 1.668 0.10 0.76 1.50 0.1999
```
Forces are in eV/Å.

Summary:
- SMILES = CO/[N+]([O-])=C(/Br)[N+](=O)[O-]
- DFT total energy (eV) = -83326.941
- charge = 0
- orbital gap (spin up / spin down) (eV) = 8.8 / 8.8
- E_LUMO (spin up / spin down) (eV) = -0.79 / -0.79

[2]
Formula: C2H3BrN2S
Source: the Open Molecules 2025 dataset
Level of theory: wB97M-V/def2-TZVPD

Geometry as XYZ:
```
9
Properties=species:S:1:pos:R:3:forces:R:3:nbo_charge:R:1
C -0.317 -0.272 -1.186 0.90 0.71 1.80 -0.1401
N 0.126 -0.958 -0.202 -1.35 -0.27 0.04 -0.1971
N 0.581 -0.445 0.914 1.26 0.11 0.04 -0.2423
C 0.245 -0.221 2.068 -1.22 -0.02 1.67 0.0317
S -1.251 -0.236 3.285 -0.81 0.36 -0.49 0.0129
Br -3.529 0.393 3.015 1.92 -0.57 -0.34 -0.0993
H -0.234 0.870 -1.038 -0.67 -1.75 -1.18 0.1935
H -0.696 -0.969 -1.942 0.09 1.27 -0.39 0.2230
H 0.933 -0.109 2.955 -0.12 0.16 -1.16 0.2177
```
Forces are in eV/Å.

Summary:
- SMILES = C=N/N=C\SBr
- DFT total energy (eV) = -85976.735
- charge = 0
- orbital gap (eV) = 7.6
- E_LUMO (eV) = -1.56

[3]
Formula: C2H3BrN2S
Source: the Open Molecules 2025 dataset
Level of theory: wB97M-V/def2-TZVPD

Geometry as XYZ:
```
9
Properties=species:S:1:pos:R:3:forces:R:3:nbo_charge:R:1
C -0.477 -0.513 -0.385 -0.88 1.43 -0.93 -0.0594
C -0.871 0.218 -1.438 3.44 -4.70 -0.16 -0.2526
N -0.875 -0.072 0.872 -0.29 1.18 0.98 -0.7773
N 1.516 0.139 1.584 1.48 -0.20 0.16 -1.0228
S 0.091 0.466 1.934 -1.34 -1.12 -0.49 1.2901
Br -0.214 -0.157 -3.187 -0.42 0.17 0.50 0.0393
H 0.109 -1.371 -0.480 1.01 -1.23 -0.05 0.2079
H -1.429 1.003 -1.272 -2.86 4.13 0.20 0.1938
H 2.150 0.287 2.371 -0.13 0.32 -0.21 0.3811
```
Forces are in eV/Å.

Summary:
- DFT total energy (eV) = -85977.801
- charge = 0
- orbital gap (eV) = 8.4
- E_LUMO (eV) = -0.56

[4]
Formula: C2H3BrO
Source: the Open Molecules 2025 dataset
Level of theory: wB97M-V/def2-TZVPD

Geometry as XYZ:
```
7
Properties=species:S:1:pos:R:3:forces:R:3:nbo_charge:R:1
C -0.810 0.913 0.145 -0.40 -1.92 -2.06 0.4015
C 0.728 -1.004 -0.365 -1.84 1.71 0.13 -0.5200
O -1.770 1.078 -0.508 0.87 0.11 0.66 -0.4979
Br -0.353 1.687 1.780 0.28 0.73 1.21 0.0428
H 0.192 -1.026 -1.294 -0.43 -1.03 0.08 0.2052
H 0.567 -1.378 0.617 -0.60 -0.98 0.12 0.1992
H 1.445 -0.270 -0.377 2.12 1.38 -0.14 0.1692
```
Forces are in eV/Å.

Summary:
- DFT total energy (eV) = -74208.992
- charge = 0
- orbital gap (spin up / spin down) (eV) = 8.1 / 8.5
- E_LUMO (spin up / spin down) (eV) = -0.87 / -0.23

[5]
Formula: C2H3BrO
Source: the Open Molecules 2025 dataset
Level of theory: wB97M-V/def2-TZVPD

Geometry as XYZ:
```
7
Properties=species:S:1:pos:R:3:forces:R:3:nbo_charge:R:1
C 0.671 -0.684 -0.034 -0.94 -0.24 -0.71 0.3954
C -0.232 0.543 0.089 0.97 4.05 -2.65 -0.5801
O 1.501 -0.992 0.770 -0.01 0.15 -0.39 -0.4892
Br -1.936 -0.163 0.409 -1.16 -0.32 0.29 0.0779
H 0.316 -1.353 -0.913 0.78 0.68 1.03 0.1166
H 0.033 1.360 0.883 -0.29 -1.88 -1.53 0.2585
H -0.352 1.290 -1.206 0.66 -2.45 3.97 0.2209
```
Forces are in eV/Å.

Summary:
- DFT total energy (eV) = -74210.370
- charge = 0
- orbital gap (eV) = 10.5
- E_LUMO (eV) = 0.35

[6]
Formula: C2H3BrO2
Source: the Open Molecules 2025 dataset
Level of theory: wB97M-V/def2-TZVPD

Geometry as XYZ:
```
8
Properties=species:S:1:pos:R:3:forces:R:3:nbo_charge:R:1
C -1.374 0.087 -0.804 1.24 -0.02 0.14 -0.4820
C -0.141 0.092 -0.370 1.55 -1.90 2.98 0.1391
O 1.328 0.067 1.830 1.69 -0.22 -0.38 -0.4308
O 0.480 -0.745 1.078 -2.29 1.30 -2.83 -0.2832
Br 1.370 0.643 -1.221 0.57 0.41 -0.54 0.1330
H -1.659 0.344 -1.779 0.64 0.91 -1.61 0.2310
H -2.265 -0.197 -0.385 -1.46 -1.09 2.20 0.2349
H 2.261 -0.292 1.651 -1.95 0.61 0.04 0.4580
```
Forces are in eV/Å.

Summary:
- DFT total energy (eV) = -76254.445
- charge = 0
- orbital gap (eV) = 10.5
- E_LUMO (eV) = 0.55

[7]
Formula: C2H3BrOS
Source: the Open Molecules 2025 dataset
Level of theory: wB97M-V/def2-TZVPD

Geometry as XYZ:
```
8
Properties=species:S:1:pos:R:3:forces:R:3:nbo_charge:R:1
O -1.040 1.829 -0.186 -0.50 0.67 0.51 -0.4902
C 0.001 1.242 -0.311 -2.47 0.43 2.32 0.3646
C 0.723 0.612 0.785 3.91 3.43 1.31 -0.4087
S 2.723 1.423 0.333 -2.51 -0.68 0.70 -0.0219
Br 3.763 -0.391 -0.145 0.30 -0.48 -0.18 -0.0490
H 0.330 1.098 -1.259 1.73 -0.73 -3.06 0.1318
H 0.746 0.871 1.862 -1.01 0.39 -0.93 0.2502
H 0.876 -0.388 0.710 0.54 -3.02 -0.67 0.2232
```
Forces are in eV/Å.

Summary:
- SMILES = O=CCSBr
- DFT total energy (eV) = -85045.939
- charge = 0
- orbital gap (eV) = 8.7
- E_LUMO (eV) = -0.56

[8]
Formula: C2H3BrOS
Source: the Open Molecules 2025 dataset
Level of theory: wB97M-V/def2-TZVPD

Geometry as XYZ:
```
8
Properties=species:S:1:pos:R:3:forces:R:3:nbo_charge:R:1
C -2.527 0.963 -0.156 -0.52 -1.58 -0.59 -0.0396
C -1.783 0.149 -1.191 1.25 0.37 1.60 -0.8154
O -3.883 -2.261 0.013 0.25 0.06 -0.47 -0.6894
S -4.542 -2.590 1.286 -0.22 -0.06 0.43 0.6908
Br -2.071 2.730 -0.020 0.45 0.36 -0.33 0.1046
H -1.651 -0.878 -0.766 0.17 0.87 -0.05 0.2645
H -2.280 -0.087 -2.088 -1.66 0.06 -1.01 0.2763
H -0.862 0.593 -1.582 0.29 -0.09 0.41 0.2080
```
Forces are in eV/Å.

Summary:
- DFT total energy (eV) = -85042.301
- charge = 0
- orbital gap (spin up / spin down) (eV) = 7.0 / 7.0
- E_LUMO (spin up / spin down) (eV) = -1.46 / -1.44

[9]
Formula: C2H3BrS
Source: the Open Molecules 2025 dataset
Level of theory: wB97M-V/def2-TZVPD

Geometry as XYZ:
```
7
Properties=species:S:1:pos:R:3:forces:R:3:nbo_charge:R:1
C 1.093 -0.500 0.652 -2.71 -5.38 -1.53 -0.1562
C 0.362 -1.499 0.326 1.35 4.69 1.28 -0.2279
Br -1.432 -1.583 -0.013 -0.27 -1.64 -0.13 0.1852
H 2.033 -0.154 0.872 1.64 1.20 0.50 0.2230
S -0.884 1.827 -0.286 -0.33 0.68 0.66 -0.2807
H -0.888 0.508 -0.206 -0.67 -0.12 1.03 0.1248
H -0.284 1.400 -1.345 0.99 0.57 -1.81 0.1319
```
Forces are in eV/Å.

Summary:
- SMILES = C#CBr.S
- DFT total energy (eV) = -82996.201
- charge = 0
- orbital gap (eV) = 8.8
- E_LUMO (eV) = -0.57

[10]
Formula: C2H3BrS
Source: the Open Molecules 2025 dataset
Level of theory: wB97M-V/def2-TZVPD

Geometry as XYZ:
```
7
Properties=species:S:1:pos:R:3:forces:R:3:nbo_charge:R:1
S 1.758 1.394 1.259 0.08 -0.16 -0.02 0.1187
C 1.245 0.153 0.410 -3.73 0.42 -0.75 -0.2823
C -0.471 0.018 -0.014 3.66 0.00 1.01 -0.4986
Br -0.721 -1.562 -1.069 -0.12 -0.05 -0.09 0.0095
H 1.846 -0.644 0.002 0.16 -0.28 -0.06 0.1953
H -1.007 -0.077 0.923 -0.05 0.03 -0.05 0.2283
H -0.751 0.900 -0.573 0.02 0.04 -0.03 0.2291
```
Forces are in eV/Å.

Summary:
- SMILES = S=CCBr
- DFT total energy (eV) = -82998.871
- charge = 0
- orbital gap (eV) = 8.5
- E_LUMO (eV) = -0.52